# C31H30N4O5S2V

C31H30N4O5S2V as an isolated structure (ωB97M-V/def2-TZVPD, the OMol25 dataset).

Atoms and positions in Å:
V1 0.21588 -0.15028 0.03184
C1 0.42198 2.10598 -3.63843
O1 0.45023 3.38376 -3.00095
C2 -0.26278 3.60076 -1.85812
C3 -0.74518 4.88245 -1.68072
C4 -1.45495 5.24173 -0.53622
C5 -1.69159 4.29104 0.43014
C6 -1.20677 2.98420 0.28548
C7 -1.52239 2.02944 1.33160
N1 -1.15266 0.80700 1.32837
N2 -1.61610 0.02163 2.38056
C8 -1.21315 -1.20082 2.19158
O2 -0.51653 -1.61426 1.18874
C9 -1.64933 -2.23511 3.17244
C10 -1.52718 -3.58024 2.83805
C11 -1.94745 -4.56057 3.72511
C12 -2.48307 -4.20438 4.95528
C13 -2.59834 -2.86248 5.29486
C14 -2.18583 -1.88102 4.40656
C15 -0.46130 2.61561 -0.85559
O3 0.05177 1.42432 -1.02940
H1 0.69595 2.30097 -4.67443
H2 -0.57171 1.65883 -3.59790
H3 1.13266 1.41776 -3.18899
H4 -0.55205 5.60210 -2.46703
H5 -1.82168 6.25316 -0.41980
H6 -2.25430 4.54170 1.32223
H7 -2.13718 2.37367 2.16240
H8 -1.09034 -3.83197 1.88064
H9 -1.84921 -5.60575 3.45794
H10 -2.80475 -4.97004 5.65088
H11 -3.00894 -2.58108 6.25688
H12 -2.27242 -0.83160 4.65326
O4 3.92927 -1.00803 -2.00030
C16 3.45855 -1.46180 -3.17408
C17 4.38636 -1.66833 -4.19991
C18 3.97784 -2.12415 -5.43560
C19 2.63127 -2.38525 -5.68402
C20 1.71086 -2.17692 -4.67631
C21 2.09836 -1.71594 -3.41695
C22 1.08496 -1.49163 -2.35915
O5 1.50846 -1.20477 -1.16773
N3 -0.17561 -1.56720 -2.68554
N4 -0.97209 -1.21664 -1.59248
C23 -2.12489 -1.74822 -1.60662
S1 -2.60640 -2.94961 -2.80372
C24 -4.31274 -3.07592 -2.19858
C25 -4.30994 -2.80876 -0.70445
S2 -3.35511 -1.29803 -0.43494
H13 3.15704 -0.91471 -1.39113
H14 5.42645 -1.45636 -3.98836
H15 4.71342 -2.27814 -6.21620
H16 2.30905 -2.74603 -6.65194
H17 0.65739 -2.36502 -4.83670
H18 -4.67400 -4.07924 -2.42668
H19 -4.93754 -2.34652 -2.71427
H20 -3.84728 -3.63129 -0.15789
H21 -5.31653 -2.64690 -0.31971
C26 3.85699 2.43991 3.19172
C27 3.77256 0.91648 3.02284
C28 3.50723 0.26959 4.38905
C29 5.10135 0.39382 2.46160
C30 2.67644 0.58688 2.09908
C31 1.76847 0.31960 1.33499
H22 4.67408 2.70257 3.87062
H23 2.92283 2.82976 3.59801
H24 4.03200 2.92034 2.22853
H25 4.32304 0.49775 5.08184
H26 3.42414 -0.81326 4.28872
H27 2.57260 0.64088 4.81146
H28 5.92266 0.63576 3.14318
H29 5.30800 0.84100 1.48863
H30 5.06148 -0.68814 2.33019

The calculation puts the energy above the lowest of the compared OMol25 structures with the same formula, charge and spin at 7.1 kJ/mol. The expectation value of S² is 2.01. The charge is -1. The orbital gap (spin up / spin down) is 6.871 / 7.209 eV. As for the multiplicity: 3.

# C19H17FeN5OS2

C19H17FeN5OS2 as an isolated structure (ωB97M-V/def2-TZVPD, the OMol25 dataset).

Atoms and positions in Å:
Fe1 -0.09657 0.02392 0.72207
S1 3.70072 0.00026 2.95506
C1 2.70827 1.15768 3.79695
C2 3.03289 1.94601 4.89564
C3 2.06135 2.79680 5.38413
C4 0.79282 2.86101 4.79525
C5 0.46945 2.07599 3.70808
C6 1.44334 1.21623 3.20635
N1 1.30580 0.34873 2.13333
C7 2.39909 -0.33262 1.89312
C8 2.37500 -1.24500 0.75447
C9 3.43360 -2.05376 0.36816
C10 3.28257 -2.88277 -0.73485
C11 2.08230 -2.89631 -1.43041
C12 1.01774 -2.08327 -1.04140
C13 1.16155 -1.24851 0.04972
H1 4.01101 1.89503 5.35371
H2 2.28374 3.42198 6.23775
H3 0.05262 3.53529 5.20354
H4 -0.51460 2.12307 3.25872
H5 4.36621 -2.04016 0.91968
H6 4.09771 -3.52046 -1.04765
H7 1.96368 -3.55337 -2.28218
H8 0.08818 -2.11423 -1.59287
C14 -5.95594 -1.84435 -2.56180
C15 -4.51032 -1.47154 -2.52840
C16 -3.73164 -1.37662 -3.68164
C17 -2.41968 -0.99437 -3.52211
N2 -1.88320 -0.73911 -2.32403
C18 -2.69867 -0.88558 -1.28204
S2 -2.09326 -0.65180 0.36184
N3 -3.97807 -1.22461 -1.33169
H9 -6.28546 -2.09880 -3.56636
H10 -6.55404 -1.01226 -2.18877
H11 -6.13037 -2.68880 -1.89583
H12 -4.14088 -1.58508 -4.65909
H13 -1.76105 -0.88430 -4.37691
N4 1.13329 3.24724 -1.49272
C19 0.52348 2.06544 -1.31394
N5 0.09815 1.38192 -2.37046
O1 0.38698 1.65358 -0.12789
H14 1.24699 3.66701 -2.39684
H15 1.43806 3.74887 -0.67753
H16 0.23985 1.74666 -3.29625
H17 -0.44270 0.51494 -2.27391

The calculation puts the energy above the lowest of the compared OMol25 structures with the same formula, charge and spin at 0.0 kJ/mol. The expectation value of S² is 1.15. The charge is +1. The orbital gap (spin up / spin down) is 7.410 / 7.800 eV. As for the multiplicity: 2.

# C22H30Br48ClFNO2PS

C22H30Br48ClFNO2PS as an isolated structure (ωB97M-V/def2-TZVPD, the OMol25 dataset).

Atoms and positions in Å:
C1 -1.78887 3.80632 10.76976
C2 -0.50655 4.01039 9.93497
P1 -0.64912 3.16425 8.32637
C3 0.93739 3.61343 7.48523
N1 -1.95310 4.13082 7.57707
C4 -1.88992 5.62001 7.65760
C5 -0.92233 6.37035 6.72802
C6 0.37650 6.83919 7.40403
Cl1 0.39339 8.58871 7.70092
S1 -2.43733 3.56253 6.10696
O1 -2.77803 4.67535 5.25431
O2 -3.31714 2.41936 6.24717
F1 -1.06898 2.98268 5.52679
H1 -2.22467 4.76144 11.05337
H2 -1.57803 3.21397 11.65550
H3 -2.55109 3.27628 10.19701
H4 -0.30595 5.07479 9.80925
H5 0.37010 3.58641 10.42405
H6 1.57325 4.19765 8.15251
H7 1.44332 2.68029 7.25352
H8 0.79271 4.18416 6.57286
H9 -2.89969 5.98208 7.46842
H10 -1.67097 5.88882 8.68737
H11 -1.44497 7.25913 6.38734
H12 -0.67527 5.81483 5.82801
H13 1.22248 6.61042 6.75934
H14 0.56256 6.31688 8.33919
C7 -5.48971 6.56060 3.17592
Br1 -5.95009 5.55281 1.60851
Br2 -4.02545 7.75805 2.83256
Br3 -7.01231 7.49831 3.88733
H15 -5.16011 5.85645 3.92334
C8 -1.65578 1.65112 1.76190
Br4 -2.81429 3.06938 1.16953
Br5 -2.59615 -0.01790 1.91565
Br6 -0.09642 1.47245 0.64756
H16 -1.31036 1.91422 2.75131
C9 -8.63260 3.72981 -1.44851
Br7 -9.22653 1.98655 -1.99796
Br8 -6.72100 3.78681 -1.24602
Br9 -9.25377 5.10053 -2.64307
H17 -9.06304 3.92765 -0.47781
C10 -1.18164 -0.77313 -3.58612
Br10 -1.57191 -2.22789 -4.79139
Br11 0.32433 0.28014 -4.15944
Br12 -2.71656 0.33896 -3.31051
H18 -0.92204 -1.20215 -2.62865
C11 1.50625 -2.52038 -7.71028
Br13 1.32129 -0.72973 -8.38324
Br14 2.38819 -3.66609 -8.98423
Br15 2.37080 -2.54181 -5.99724
H19 0.50844 -2.91236 -7.57379
C12 6.67783 -5.20839 -8.15237
Br16 7.15935 -7.04343 -8.48114
Br17 5.94711 -4.98524 -6.38992
Br18 8.15829 -4.02438 -8.46157
H20 5.90190 -4.94515 -8.85716
C13 -5.59166 -3.52863 -3.53587
Br19 -5.63516 -1.85277 -4.47321
Br20 -4.82133 -4.91356 -4.62026
Br21 -4.69821 -3.37085 -1.83971
H21 -6.61547 -3.80844 -3.33783
C14 4.37553 -2.57895 -2.07245
Br22 5.61833 -1.70986 -0.88702
Br23 2.97554 -1.43318 -2.73945
Br24 5.37466 -3.40374 -3.49701
H22 3.89949 -3.36600 -1.50417
C15 3.19203 0.84629 3.45048
Br25 2.78352 -0.28035 1.94176
Br26 4.65946 2.02167 3.06309
Br27 1.67899 1.82208 4.13273
H23 3.51061 0.19569 4.25084
C16 2.20025 -7.80938 -9.98230
Br28 1.83434 -9.66480 -10.34334
Br29 4.04887 -7.54842 -9.52672
Br30 1.68069 -6.68085 -11.44584
H24 1.60843 -7.52596 -9.12405
C17 4.86258 -11.48988 -8.87645
Br31 5.88965 -12.27358 -10.29905
Br32 3.43893 -12.64889 -8.30742
Br33 5.98013 -10.96437 -7.40235
H25 4.40587 -10.59090 -9.26712
C18 5.83433 -4.81153 1.70809
Br34 4.49864 -3.58196 2.33557
Br35 5.35587 -5.59278 0.01324
Br36 7.56841 -3.98836 1.64828
H26 5.88773 -5.61501 2.42769
C19 -5.40976 -3.84203 -8.91034
Br37 -4.73448 -5.01011 -10.27732
Br38 -6.89240 -4.63987 -7.98370
Br39 -4.02052 -3.26856 -7.70838
H27 -5.78362 -2.95623 -9.40245
C20 -4.33867 -3.60274 -14.17847
Br40 -3.26346 -4.21325 -15.64997
Br41 -3.32146 -2.51930 -12.96157
Br42 -5.91848 -2.68999 -14.78421
H28 -4.66420 -4.47658 -13.63277
C21 4.32909 -3.48386 6.77904
Br43 3.67218 -5.21267 6.25909
Br44 6.24750 -3.45408 6.87576
Br45 3.66829 -2.11004 5.60498
H29 3.94806 -3.27365 7.76715
C22 3.27151 10.84854 9.26544
Br46 3.76779 9.92301 10.87681
Br47 2.51449 12.57371 9.64736
Br48 4.74742 10.97751 8.04133
H30 2.50601 10.26111 8.78195

The orbital gap is 9.126 eV. As for the multiplicity: 1.

For each record above, in turn, the calculated strongest force on any atom values are 0.66, 0.46, 2.43 eV Å⁻¹.